Formula: C10H31B3N4O6P2
Source: the OMol25 dataset
Level of theory: ωB97M-V with the def2-TZVPD basis set

## Properties
Energy above the lowest of the compared OMol25 structures with the same formula, charge and spin = 0.000 eV
HOMO = -8.33 eV
2S+1 = 1
Energy = -1827.66510 hartree
Molar mass = 397.8 g/mol
Charge = 0
LUMO energy = 0.47 eV

Last column: natural (NBO) charge in e.
Geometry (Å):
C -4.664 0.735 0.272  -0.612
C -4.361 0.126 1.641  -0.375
C -3.615 -1.243 1.635  -0.602
C -2.929 -1.627 0.294  -0.597
B -2.520 -1.308 2.741  1.221
O -2.421 -2.407 3.595  -0.889
B -1.637 -2.277 4.716  0.986
O -1.326 -0.969 5.096  -0.878
B -0.794 -0.359 3.981  0.763
P 1.032 0.213 3.945  1.962
N 1.773 -0.853 3.097  -1.342
O 1.586 0.422 5.437  -0.964
O 1.112 1.700 3.307  -0.986
O -1.590 -0.263 2.868  -0.897
H -5.464 0.205 -0.247  0.202
H -5.045 1.748 0.430  0.207
H -3.789 0.842 -0.365  0.216
H -5.321 -0.044 2.133  0.201
H -3.818 0.861 2.238  0.197
H -4.350 -2.019 1.857  0.223
H -2.093 -2.306 0.497  0.203
H -3.619 -2.202 -0.322  0.215
H -2.505 -0.782 -0.241  0.232
H -1.172 -3.190 5.312  -0.094
H 2.517 -1.346 3.576  0.391
H 2.296 1.076 5.419  0.508
H 0.465 1.767 2.592  0.513
O -0.437 0.660 -1.801  -1.074
P 1.039 0.710 -1.922  2.380
N 1.370 1.412 -3.432  -0.826
C 1.715 0.745 -4.667  -0.391
C 0.828 2.752 -3.600  -0.414
N 1.457 -0.951 -1.758  -0.799
C 2.344 -1.676 -2.643  -0.402
C 0.390 -1.825 -1.283  -0.400
N 2.380 1.279 -1.127  -0.805
C 3.535 1.916 -1.733  -0.383
C 2.568 0.833 0.251  -0.402
H 2.459 1.336 -5.213  0.183
H 0.848 0.599 -5.324  0.180
H 2.170 -0.223 -4.499  0.209
H 1.379 3.486 -2.999  0.182
H -0.226 2.806 -3.311  0.213
H 0.905 3.061 -4.642  0.204
H 1.864 -1.949 -3.591  0.170
H 2.662 -2.603 -2.159  0.197
H 3.259 -1.115 -2.847  0.197
H -0.299 -2.121 -2.085  0.176
H -0.186 -1.336 -0.506  0.220
H 0.827 -2.727 -0.847  0.188
H 4.118 1.219 -2.342  0.182
H 4.184 2.297 -0.943  0.199
H 3.265 2.772 -2.348  0.207
H 3.218 -0.044 0.303  0.198
H 1.618 0.559 0.705  0.213
H 2.998 1.630 0.860  0.194

Formula: C10H32BrF3N14O11S
Source: the OMol25 dataset
Level of theory: ωB97M-V with the def2-TZVPD basis set

## Properties
HOMO = -9.31 eV
2S+1 = 1
Energy = -5266.50422 hartree
Molar mass = 693.4 g/mol
Charge = 0
LUMO energy = -1.22 eV

Last column: Mulliken charge in e.
Geometry (Å):
O -1.312 1.165 -0.554  -0.403
S 0.015 0.944 -1.052  0.547
O 0.231 -0.711 -1.080  -0.478
Br -1.241 -1.744 -0.718  0.161
O 1.026 1.448 0.128  -0.339
C 1.491 0.473 1.087  -0.565
C 0.439 0.101 2.116  0.217
O 1.089 -0.796 2.994  -0.615
C 0.026 1.294 2.964  0.586
F -0.744 2.149 2.276  -0.227
F -0.678 0.883 4.049  -0.282
F 1.102 1.960 3.433  -0.284
H 2.296 0.948 1.626  0.560
H 1.915 -0.408 0.630  0.248
H -0.432 -0.364 1.670  0.290
H 0.708 -1.666 2.900  0.384
C 3.836 -1.663 -1.447  0.660
O 3.907 -0.769 -0.613  -0.607
N 2.683 -1.921 -2.125  -0.220
N 4.903 -2.463 -1.749  -0.424
H 2.580 -2.645 -2.809  0.177
H 1.902 -1.327 -1.900  0.139
H 5.760 -2.289 -1.260  0.239
H 4.868 -3.199 -2.427  0.151
C -3.393 -0.424 7.405  0.553
O -4.389 -0.243 8.081  -0.642
N -3.087 0.354 6.321  -0.289
N -2.494 -1.423 7.675  -0.344
H -2.273 0.223 5.751  0.217
H -3.722 1.096 6.098  0.177
H -2.688 -2.010 8.462  0.206
H -1.668 -1.586 7.133  0.160
C -2.914 -1.615 -4.478  0.656
O -2.631 -2.181 -3.420  -0.644
N -2.435 -0.369 -4.794  -0.350
N -3.737 -2.197 -5.372  -0.347
H -2.661 0.109 -5.645  0.153
H -1.836 0.078 -4.130  0.165
H -4.120 -3.082 -5.109  0.235
H -4.033 -1.779 -6.232  0.148
C 4.255 3.364 -2.154  0.650
O 4.789 3.918 -3.104  -0.698
N 2.904 3.447 -1.929  -0.294
N 4.951 2.624 -1.249  -0.158
H 2.442 3.005 -1.156  0.152
H 2.365 3.980 -2.583  0.162
H 5.941 2.554 -1.377  0.074
H 4.533 2.161 -0.465  0.107
C 8.315 3.068 0.474  0.646
O 7.185 3.229 0.898  -0.610
N 9.154 2.102 0.963  -0.400
N 8.830 3.839 -0.533  -0.381
H 10.085 1.953 0.627  0.157
H 8.802 1.522 1.700  0.218
H 8.236 4.552 -0.913  0.237
H 9.754 3.725 -0.902  0.158
C -6.545 -2.737 -3.215  0.578
O -6.173 -2.808 -4.382  -0.660
N -5.658 -2.463 -2.223  -0.112
N -7.851 -2.901 -2.840  -0.403
H -5.890 -2.382 -1.248  0.154
H -4.697 -2.336 -2.500  0.088
H -8.516 -3.096 -3.563  0.220
H -8.164 -2.837 -1.891  0.161
C -4.674 -0.727 0.818  0.726
O -4.697 -1.906 0.486  -0.728
N -3.877 0.194 0.202  -0.115
N -5.449 -0.246 1.835  -0.403
H -3.847 1.162 0.460  0.168
H -3.301 -0.120 -0.556  -0.052
H -6.041 -0.900 2.310  0.229
H -5.449 0.712 2.127  0.158

Formula: C10H32ClN6O5
Source: the OMol25 dataset
Level of theory: ωB97M-V with the def2-TZVPD basis set

## Properties
Energy above the lowest of the compared OMol25 structures with the same formula, charge and spin = 0.000 eV
HOMO = -4.74 eV
2S+1 = 1
Energy = -1565.16588 hartree
Molar mass = 351.9 g/mol
Charge = -1
LUMO energy = 2.34 eV

Last column: natural (NBO) charge in e.
Geometry (Å):
Cl 5.597 -1.343 15.727  -0.998
C 9.642 0.817 19.390  0.745
O 10.396 1.561 20.043  -0.701
N 8.558 0.407 19.935  -0.794
N 9.767 0.277 18.211  -0.825
H 8.182 1.046 20.620  0.393
H 7.950 0.071 19.202  0.375
H 10.608 0.281 17.651  0.400
H 8.996 -0.139 17.708  0.405
C 10.133 -4.341 12.548  0.758
O 11.139 -4.954 12.180  -0.685
N 9.484 -3.308 11.966  -0.845
N 9.428 -4.611 13.600  -0.817
H 9.877 -2.916 11.122  0.400
H 8.757 -2.887 12.528  0.394
H 9.654 -5.410 14.175  0.401
H 8.688 -3.977 13.866  0.393
C 0.299 -5.369 17.612  -0.615
C 0.958 -6.078 18.763  -0.064
C 0.666 -7.578 18.922  -0.058
O 1.079 -8.310 17.818  -0.537
C 0.939 -9.752 18.115  -0.261
N 2.366 -5.757 18.670  -0.833
H 0.782 -5.772 16.722  0.208
H 0.505 -4.305 17.732  0.213
H -0.776 -5.525 17.702  0.196
H 0.618 -5.630 19.697  0.178
H -0.387 -7.736 19.155  0.155
H 1.178 -7.930 19.818  0.164
H 1.495 -9.968 19.028  0.171
H 1.450 -10.205 17.265  0.196
H -0.031 -10.229 18.257  0.173
H 2.652 -4.799 18.532  0.373
H 2.523 -6.149 17.752  0.341
C 1.749 3.274 15.945  -0.621
C 1.907 3.796 17.388  -0.063
C 1.210 2.920 18.406  -0.079
O 1.251 3.637 19.556  -0.543
C 0.932 2.908 20.701  -0.252
N 3.266 3.885 17.630  -0.820
H 0.660 3.269 15.892  0.195
H 2.057 2.240 15.791  0.218
H 2.273 3.838 15.174  0.222
H 1.586 4.834 17.476  0.186
H 1.830 2.031 18.519  0.160
H 0.220 2.534 18.162  0.159
H -0.004 2.365 20.573  0.171
H 0.703 3.661 21.455  0.184
H 1.807 2.378 21.079  0.178
H 3.823 3.077 17.394  0.359
H 3.211 3.851 18.638  0.346
O 3.110 -2.650 11.777  -0.951
H 2.850 -3.534 12.038  0.462
H 3.662 -2.341 12.496  0.489

Formula: C10H32N2O6
Source: the OMol25 dataset
Level of theory: ωB97M-V with the def2-TZVPD basis set

## Properties
Energy above the lowest of the compared OMol25 structures with the same formula, charge and spin = 0.561 eV
SMILES = NC(N)=O.CCO.CCO.CCO.CCO.CO
HOMO = -9.43 eV
2S+1 = 1
Energy = -961.05579 hartree
Molar mass = 276.4 g/mol
Charge = 0
LUMO energy = 0.22 eV

Last column: natural (NBO) charge in e.
Geometry (Å):
N -20.471 5.588 9.773  -0.827
C -21.411 4.896 9.166  0.780
N -21.403 3.643 9.426  -0.806
O -22.445 5.398 8.379  -0.825
H -20.475 6.603 9.585  0.445
H -19.663 5.105 10.109  0.383
H -22.133 3.149 8.825  0.434
H -20.645 3.108 9.876  0.399
C -20.000 9.071 5.523  -0.651
C -19.718 7.743 6.294  -0.074
O -18.648 7.036 5.661  -0.739
H -19.836 8.846 4.459  0.222
H -19.400 9.919 5.752  0.201
H -21.003 9.372 5.683  0.205
H -20.606 7.151 6.441  0.198
H -19.316 7.939 7.270  0.170
H -17.817 7.484 5.713  0.465
C -25.020 2.372 4.223  -0.622
C -24.531 3.800 4.371  -0.064
O -23.309 3.697 5.068  -0.744
H -25.212 1.771 5.115  0.214
H -24.269 1.912 3.550  0.203
H -25.941 2.341 3.600  0.200
H -25.194 4.397 4.971  0.172
H -24.343 4.202 3.426  0.151
H -22.980 4.600 5.199  0.486
C -22.464 9.221 9.826  -0.648
C -21.144 9.268 9.077  -0.067
O -20.231 8.259 9.457  -0.738
H -23.198 9.981 9.599  0.225
H -22.356 9.227 10.961  0.207
H -22.907 8.272 9.660  0.227
H -20.646 10.258 9.219  0.162
H -21.254 9.262 8.013  0.187
H -19.560 8.624 10.005  0.486
C -21.497 6.077 3.797  -0.645
C -21.633 5.169 2.524  -0.058
O -22.142 5.794 1.374  -0.724
H -20.785 6.857 3.528  0.213
H -21.222 5.549 4.715  0.220
H -22.489 6.491 3.984  0.210
H -22.226 4.305 2.792  0.162
H -20.630 4.787 2.339  0.145
H -22.583 5.083 0.841  0.472
C -23.408 7.859 6.477  -0.241
O -23.720 6.531 6.425  -0.752
H -22.691 8.138 5.723  0.155
H -22.921 7.911 7.478  0.159
H -24.236 8.526 6.547  0.161
H -23.369 6.157 7.179  0.508

| no. | F_max (eV/Å) |
| --- | --- |
| 1 | 4.0 |
| 2 | 1.3 |
| 3 | 5.6 |
| 4 | 7.0 |